Record 1
A cluster of 2 separate species, C4H5NO in total in a non-equilibrium geometry. Source: the OMol25 dataset; level of theory: the ωB97M-V functional and the def2-TZVPD basis.

Atoms and positions in Å:
C: -2.080 -0.109 -0.607
C: -1.527 -0.180 0.555
N: -0.756 0.571 -0.382
H: -2.742 -0.468 -1.359
H: -1.380 -0.647 1.489
H: -0.807 1.584 -0.231
C: 1.825 -0.549 0.197
C: 1.080 -1.102 -0.666
O: 0.472 -1.796 -1.434
H: 1.694 0.501 0.673
H: 2.692 -0.981 0.589

HOMO level	-8.466	eV
ΔE to the lowest compared entry with this formula, charge and spin	120.8	kcal per mole
total energy	-7761.28941	eV
F_max	5.9	eV/A
structure (SMILES)	C1=CN1.C=C=O

Record 2
A structure of composition C28H49BrNP3V in a non-equilibrium geometry. Source: the OMol25 dataset; level of theory: the ωB97M-V functional and the def2-TZVPD basis.

Atoms and positions in Å:
N: -7.079 5.587 -5.541
C: -6.688 6.151 -4.386
C: -5.923 5.493 -3.416
C: -5.518 4.154 -3.626
C: -5.934 3.565 -4.844
C: -6.697 4.312 -5.745
C: -4.718 3.470 -2.611
V: 0.168 -0.155 1.373
P: 6.380 -1.095 0.314
C: -3.513 2.870 -2.808
C: -2.694 2.183 -1.813
C: -1.581 1.421 -2.242
C: -0.760 0.746 -1.331
C: -1.010 0.799 0.058
C: -2.125 1.559 0.488
C: -2.947 2.232 -0.420
Br: 1.659 -1.361 3.046
H: -5.161 3.459 -1.607
H: -3.080 2.889 -3.817
H: -5.638 6.014 -2.495
H: -5.667 2.533 -5.091
H: -7.002 7.191 -4.224
H: -7.021 3.857 -6.692
H: -1.361 1.365 -3.316
H: -3.800 2.806 -0.042
H: 0.092 0.169 -1.710
H: -2.356 1.624 1.558
P: -0.288 -2.202 0.355
C: 5.790 0.684 0.448
C: 6.840 1.707 -0.005
H: 5.462 0.890 1.486
H: 4.891 0.759 -0.191
H: 6.666 2.690 0.468
H: 7.863 1.387 0.266
H: 6.813 1.843 -1.101
C: 5.513 -1.520 -1.299
C: 6.152 -2.679 -2.074
H: 5.551 -0.596 -1.908
H: 4.443 -1.727 -1.098
H: 5.866 -2.644 -3.140
H: 7.255 -2.638 -2.016
H: 5.830 -3.658 -1.678
C: 5.211 -1.881 1.564
C: 5.878 -2.254 2.896
H: 4.717 -2.760 1.104
H: 4.417 -1.134 1.750
H: 5.313 -3.051 3.412
H: 6.910 -2.618 2.751
H: 5.928 -1.379 3.568
C: -0.227 -3.588 1.593
C: -1.378 -4.601 1.634
H: -0.155 -3.063 2.563
H: 0.746 -4.087 1.425
H: -2.307 -4.126 1.991
H: -1.580 -5.061 0.653
H: -1.132 -5.412 2.341
C: 0.824 -2.691 -1.053
C: 0.262 -2.685 -2.480
H: 1.179 -3.703 -0.790
H: 1.716 -2.042 -0.965
H: -0.218 -3.647 -2.726
H: -0.477 -1.884 -2.643
H: 1.085 -2.534 -3.202
C: -2.018 -2.100 -0.322
C: -3.158 -1.613 0.580
H: -2.228 -3.126 -0.676
H: -1.915 -1.490 -1.238
H: -3.904 -1.032 0.011
H: -3.681 -2.442 1.083
H: -2.752 -0.949 1.364
C: -0.265 0.420 5.489
P: -0.553 0.458 3.680
C: -2.242 -0.223 3.844
C: -0.132 2.224 3.515
H: -0.350 -0.624 5.858
H: -0.994 1.062 6.025
H: 0.761 0.784 5.710
H: -2.717 0.103 4.793
H: -2.911 0.170 3.070
H: -2.203 -1.332 3.830
H: -0.588 2.818 4.335
H: 0.971 2.342 3.543
H: -0.503 2.616 2.549

HOMO level (spin up / spin down)	-12.465 / -12.482	eV
ΔE to the lowest compared entry with this formula, charge and spin	51.2	kcal per mole
total energy	-154899.86275	eV
F_max	4.7	eV/A
2S+1	4
net charge	+2

Record 3
A structure of composition C15H30BrF4HfNO2P2 in a non-equilibrium geometry. Source: the OMol25 dataset; level of theory: the ωB97M-V functional and the def2-TZVPD basis.

Atoms and positions in Å:
C: -6.938 1.221 1.059
O: -5.703 0.656 0.657
C: -5.612 0.214 -0.663
C: -5.131 1.325 -1.600
C: -3.760 1.897 -1.193
C: -2.720 1.739 -2.294
C: -1.301 2.096 -1.829
C: -0.217 1.264 -2.523
C: 0.717 0.492 -1.591
C: 1.480 1.445 -0.713
C: 2.348 0.941 0.478
C: 1.925 -0.371 1.163
P: 2.774 -1.926 0.644
F: 3.238 -1.285 -0.764
C: 4.482 -2.327 1.162
C: 4.905 -1.334 2.213
C: 5.626 -0.096 1.796
N: 4.660 -1.515 3.463
P: 2.156 -2.916 2.827
O: 0.723 -2.529 3.282
Br: 2.433 -4.977 3.005
C: 1.729 -3.275 -0.284
F: 1.373 -2.805 -1.434
F: 2.478 -4.328 -0.407
F: 0.647 -3.547 0.427
H: -6.841 1.510 2.096
H: -7.738 0.490 0.947
H: -7.169 2.098 0.454
H: -6.561 -0.179 -1.026
H: -4.871 -0.586 -0.685
H: -5.883 2.108 -1.603
H: -5.091 0.884 -2.594
H: -3.423 1.378 -0.297
H: -3.896 2.949 -0.962
H: -2.984 2.409 -3.109
H: -2.762 0.728 -2.695
H: -1.213 1.991 -0.748
H: -1.145 3.152 -2.048
H: 0.402 1.918 -3.217
H: -0.660 0.538 -3.200
H: 1.416 -0.077 -2.206
H: 0.112 -0.190 -1.002
H: 2.235 1.967 -1.414
H: 0.836 2.244 -0.349
H: 2.258 1.702 1.248
H: 3.399 0.926 0.215
H: 0.850 -0.536 1.114
H: 2.144 -0.259 2.224
H: 4.511 -3.333 1.579
H: 5.076 -2.335 0.254
H: 6.565 -0.033 2.339
H: 5.822 -0.067 0.730
H: 5.045 0.774 2.097
H: 4.329 -2.449 3.735
H: 0.459 -2.630 4.222
Hf: 2.468 2.848 -2.982

HOMO level	-17.059	eV
ΔE to the lowest compared entry with this formula, charge and spin	0.0	kcal per mole
total energy	-122371.46325	eV
F_max	2.5	eV/A
net charge	+4